Entry 1:
This record from the OMol25 dataset describes one molecule with the formula C7H7NO2S in a non-equilibrium geometry. The level of theory is ωB97M-V with the def2-TZVPD basis set.

Summary:
Lowest unoccupied orbital energy in eV: 0.0
HOMO in eV: -9.73
Energy relative to the best compared isomer or geometry (same formula, charge and spin) in kJ/mol: 322.7
Max |F| in eV/Å: 4.4
Multiplicity: 1
SMILES: O=S1(=O)\C=C/C=C\C=C/C=N\1
Charge: 0

Last column: Löwdin charge in e.
CARTESIAN COORDINATES (ANGSTROEM)
H 0.181 2.586 1.069  0.13
H 2.584 -0.406 -0.045  0.08
C 0.519 1.620 0.690  -0.12
S -1.909 0.157 0.025  0.64
C 1.162 0.570 1.205  -0.04
C 0.897 -1.501 -0.252  -0.07
C 1.625 -0.492 0.252  -0.04
H 1.447 0.673 2.152  0.07
O -3.090 -0.037 -0.768  -0.32
H -0.472 -3.056 0.396  0.11
C -0.377 -2.023 0.194  -0.19
H 1.336 -2.082 -0.922  0.06
N -1.474 -1.491 0.486  0.00
C -0.695 0.753 -1.211  -0.14
O -1.848 0.987 1.161  -0.29
H -1.076 0.316 -2.173  0.12
H 0.933 1.916 -1.532  0.15
C 0.257 1.512 -0.725  -0.17

Cartesian forces, eV/Å:
0.50 -0.58 0.93
3.15 0.25 -1.14
0.49 0.29 -0.59
1.21 -2.11 -2.43
-0.99 0.63 -3.67
-0.45 2.51 2.68
-3.63 -0.72 1.89
1.42 -0.32 3.92
-0.14 0.04 0.58
0.78 -1.50 0.06
-0.24 0.82 0.40
2.13 -2.61 -2.87
-1.95 2.53 -0.28
-2.60 -1.63 0.62
-0.83 0.69 1.57
1.13 1.18 0.63
-0.35 0.05 1.22
0.38 0.47 -3.53



Entry 2:
This record from the OMol25 dataset describes one molecule with the formula C4H7NO2 in a non-equilibrium geometry. The level of theory is ωB97M-V with the def2-TZVPD basis set.

Summary:
Lowest unoccupied orbital energy in eV: -0.2
HOMO in eV: -9.43
Energy relative to the best compared isomer or geometry (same formula, charge and spin) in kJ/mol: 226.1
Max |F| in eV/Å: 3.2
Multiplicity: 1
Charge: 0

Last column: Löwdin charge in e.
CARTESIAN COORDINATES (ANGSTROEM)
O 0.285 0.596 -1.708  0.04
H 1.746 0.825 1.086  0.14
C 0.743 -0.932 0.298  -0.17
H -2.591 -0.521 0.194  0.09
C 1.169 1.146 -0.943  -0.65
H -0.843 -1.136 -1.221  0.12
N 1.241 0.422 0.309  0.03
O 1.750 2.216 -1.013  0.06
C -0.550 -0.582 -0.337  -0.07
H 0.653 -1.318 1.315  0.14
C -1.656 -0.026 0.486  -0.04
H 1.370 -1.582 -0.313  0.12
H -1.807 1.040 0.288  0.10
H -1.509 -0.149 1.559  0.09

Cartesian forces, eV/Å:
-1.19 -1.32 1.33
0.17 -0.20 -0.40
0.22 1.05 -0.37
0.22 0.11 0.09
0.02 0.99 3.06
-0.23 -0.30 0.32
1.12 0.83 -0.05
-0.19 -0.90 -0.87
0.25 -0.51 -2.50
-0.20 0.02 -0.10
-0.41 0.52 -0.41
-0.14 -0.24 0.03
0.09 -0.07 0.00
0.27 0.02 -0.11



Entry 3:
This record from the OMol25 dataset describes one molecule with the formula HNO2 in a non-equilibrium geometry. The level of theory is ωB97M-V with the def2-TZVPD basis set.

Summary:
Lowest unoccupied orbital energy in eV: 0.1
HOMO in eV: -11.03
Energy relative to the best compared isomer or geometry (same formula, charge and spin) in kJ/mol: 7.9
Max |F| in eV/Å: 2.6
Multiplicity: 1
SMILES: O=NO
Charge: 0

Last column: Löwdin charge in e.
CARTESIAN COORDINATES (ANGSTROEM)
O -1.057 0.089 -0.013  0.02
O 1.061 0.235 -0.007  -0.01
N 0.111 -0.519 0.013  -0.13
H -0.808 1.036 0.068  0.11

Cartesian forces, eV/Å:
-0.41 0.83 0.27
-1.82 -1.12 0.18
2.61 0.08 -0.27
-0.39 0.21 -0.19



Entry 4:
This record from the OMol25 dataset describes a 2-piece molecular cluster, C8H18F6NO3PS overall in a non-equilibrium geometry. The level of theory is ωB97M-V with the def2-TZVPD basis set.

Summary:
Lowest unoccupied orbital energy in eV: -1.7
HOMO in eV: -8.95
Max |F| in eV/Å: 8.1
Multiplicity: 1
Charge: 0

Last column: Löwdin charge in e.
CARTESIAN COORDINATES (ANGSTROEM)
H 3.968 -1.179 -0.115  0.12
H -0.463 0.243 -0.691  0.14
P -2.503 -4.727 -2.030  -0.04
C 3.287 -0.271 -0.464  -0.14
H 0.102 -0.851 2.384  0.12
H 0.668 -1.674 0.733  0.12
F -2.342 -6.271 -1.900  -0.15
H 2.427 -0.604 -1.185  0.08
H -0.818 5.002 -0.035  0.16
C -0.699 3.868 0.310  -0.14
C 0.585 2.539 1.912  -0.11
H -2.105 -1.951 2.124  0.09
N 1.146 2.314 -0.618  0.04
F -1.345 -3.754 -2.404  -0.17
C 0.992 1.517 0.695  -0.39
F -2.287 -4.892 -3.565  -0.15
H -0.953 2.366 -1.489  0.16
O 0.211 3.892 1.470  -0.14
H -1.224 1.014 0.867  0.14
H 4.009 0.438 -1.096  0.10
H -1.453 -2.722 0.457  0.08
C -0.247 0.477 0.441  -0.16
C -1.588 -1.744 1.088  -0.10
H 1.561 2.663 2.583  0.16
F -3.233 -3.518 -1.373  -0.16
C -0.134 -0.954 1.230  -0.23
O 2.740 -0.068 2.369  -0.34
C -0.130 3.041 -0.991  -0.10
F -4.023 -4.964 -2.278  -0.15
H -1.780 3.474 0.550  0.15
O 3.681 1.909 1.183  -0.40
H 1.549 1.731 -1.393  0.18
H 0.172 3.850 -1.814  0.16
S 2.651 0.722 1.039  0.80
H -0.205 2.004 2.590  0.16
F -1.788 -4.966 -0.667  -0.16
H -2.309 -1.007 0.487  0.09
H 1.880 3.054 -0.404  0.19

Cartesian forces, eV/Å:
-1.89 1.95 -0.31
0.72 0.47 2.08
-0.59 -0.93 -0.59
0.59 -0.09 -1.62
-0.20 0.11 -2.55
-1.44 1.80 1.09
-0.26 -5.00 -2.51
1.45 0.31 1.65
0.33 -2.54 0.94
-0.92 0.93 -0.59
1.73 -0.38 1.40
1.26 0.34 -2.07
1.16 0.82 0.86
4.50 3.81 1.92
-2.74 -0.78 -0.41
-1.88 -2.00 -4.88
1.95 1.03 1.30
-0.55 -2.40 -1.71
2.14 -1.10 -1.02
-1.68 -1.22 1.72
-0.50 1.86 1.31
-0.76 -0.65 0.77
-0.23 0.84 -0.71
-2.12 -0.01 -1.46
0.48 5.52 2.56
-0.57 -1.02 0.29
-1.68 1.94 -4.94
-1.07 1.93 -1.32
-4.03 -3.51 -1.64
2.21 0.60 -0.13
-4.06 -3.05 -1.74
-0.72 0.48 0.79
-0.52 -1.93 1.78
6.17 1.03 5.12
1.19 1.11 -1.58
1.94 2.42 5.27
1.35 -1.82 1.21
-0.77 -0.87 -0.29



Entry 5:
This record from the OMol25 dataset describes C5H7N as an isolated structure in a non-equilibrium geometry. The level of theory is ωB97M-V with the def2-TZVPD basis set.

Summary:
Lowest unoccupied orbital energy in eV: 1.1
HOMO in eV: -9.01
Energy relative to the best compared isomer or geometry (same formula, charge and spin) in kJ/mol: 321.5
Max |F| in eV/Å: 1.6
Multiplicity: 1
Charge: 0

Last column: Löwdin charge in e.
CARTESIAN COORDINATES (ANGSTROEM)
H -1.042 -1.621 0.799  0.10
C -0.214 1.362 0.108  -0.30
H -2.204 0.484 -0.214  0.14
C 0.888 -0.784 0.258  -0.17
N -0.320 1.007 -1.309  0.13
H 1.635 -1.490 -0.145  0.12
H 1.076 -0.592 1.314  0.11
H -0.369 2.356 0.488  0.13
C -1.135 0.289 -0.311  -0.28
H -0.736 -1.732 -0.943  0.11
C -0.589 -1.106 -0.048  -0.14
C 1.013 0.663 -0.082  -0.09
H 2.013 1.097 0.113  0.14

Cartesian forces, eV/Å:
-0.25 0.09 -0.04
-0.18 0.25 0.75
0.25 0.10 -0.62
0.00 0.13 -0.10
1.45 -0.25 0.64
-0.30 0.56 0.05
-0.13 -1.30 0.67
-0.28 0.10 0.20
-0.01 -0.17 0.33
0.30 0.19 0.28
0.16 0.03 0.32
-0.30 -0.01 -1.29
-0.71 0.29 -1.18



Entry 6:
This record from the OMol25 dataset describes C23H37InN2O as an isolated structure in a non-equilibrium geometry. The level of theory is ωB97M-V with the def2-TZVPD basis set.

Summary:
Lowest unoccupied orbital energy (alpha / beta) in eV: -9.1 / -8.9
HOMO (alpha / beta) in eV: -13.42 / -13.42
Max |F| in eV/Å: 3.2
Multiplicity: 1
Charge: +2

Last column: Löwdin charge in e.
CARTESIAN COORDINATES (ANGSTROEM)
C -2.766 4.760 3.534  -0.18
H 2.991 -1.813 0.489  0.11
O -1.729 3.369 1.431  0.06
H 1.190 -3.450 0.613  0.08
C 4.001 -3.644 0.029  -0.06
H 1.556 -3.948 -1.191  0.06
H 3.204 -2.063 -1.223  0.07
In 0.368 -1.002 -0.905  1.16
H -2.482 -0.294 -3.082  0.09
C 1.580 -0.596 -3.745  -0.20
C -0.490 -1.276 2.388  -0.07
C -1.675 2.809 2.532  -0.37
H -0.060 -2.246 2.314  0.09
H 4.966 -3.173 0.115  0.08
N -2.101 3.455 3.682  -0.07
C -1.561 0.499 3.638  0.02
C -1.822 5.906 3.089  -0.06
H 3.054 0.648 -4.740  0.13
C -1.205 1.381 2.621  -0.08
H -0.216 1.550 0.658  0.13
C -2.656 2.801 6.023  -0.06
H -2.384 6.850 3.128  0.08
C -1.200 -0.831 3.533  0.00
H -3.553 4.641 2.813  0.12
C 1.547 -2.004 -3.875  -0.17
H -2.232 2.291 6.882  0.08
C -0.164 1.324 -3.519  0.00
C 2.932 -2.558 -0.313  -0.28
H 0.629 1.965 -3.106  0.10
C -2.123 -1.150 -3.665  0.00
C 2.677 -2.931 -4.004  0.01
C -1.538 3.172 4.987  -0.21
C 0.254 -0.108 -3.646  -0.24
H -3.100 3.756 6.347  0.08
H -1.370 -1.593 4.319  0.14
H -0.434 1.725 -4.525  0.14
H 4.083 -4.454 -0.703  0.08
C -0.636 -1.215 -3.677  -0.24
H -2.535 -1.056 -4.692  0.13
H 0.426 -3.036 -0.667  0.03
C 0.161 -2.402 -3.818  -0.18
H 2.642 -3.750 -3.288  0.08
H -0.960 5.976 3.786  0.08
H -2.584 -2.036 -3.222  0.09
H -0.792 2.378 4.931  0.10
H 3.771 -4.178 0.970  0.10
C -0.346 -3.782 -3.953  0.01
H -1.028 4.062 5.390  0.13
N -0.192 -0.373 1.397  -0.09
H -0.482 -4.110 -5.016  0.14
C 2.825 0.258 -3.719  0.01
H 3.642 -2.423 -3.813  0.10
C -0.523 0.897 1.511  -0.11
H 2.749 -3.391 -5.017  0.14
H -3.180 5.040 4.513  0.12
H -1.321 -3.905 -3.463  0.09
C 1.557 -3.268 -0.393  -0.18
H 2.726 1.130 -3.055  0.09
H -3.429 2.173 5.574  0.07
H 3.704 -0.292 -3.381  0.08
H 0.327 -4.502 -3.487  0.09
H -1.452 5.740 2.079  0.06
H -2.210 0.832 4.434  0.11
H -1.030 1.464 -2.848  0.10

Cartesian forces, eV/Å:
0.96 0.64 0.10
-0.29 -0.02 -0.11
-0.05 -1.13 0.78
0.85 -1.71 0.24
-0.80 -0.45 0.18
0.56 -2.28 -0.20
0.16 0.30 -0.75
-0.33 1.74 0.76
0.08 -0.04 -0.25
1.65 0.15 -0.29
-0.59 3.03 0.71
-0.51 2.09 0.25
-0.07 -0.70 -0.15
0.30 0.16 0.10
0.72 -0.61 -1.09
-0.41 -0.02 -0.66
0.00 -0.32 0.61
-0.19 -0.24 0.62
-0.21 0.31 -0.11
-0.55 -0.30 0.93
0.56 0.81 -0.64
0.25 -0.24 -0.03
1.22 -1.94 -0.64
-0.47 -0.01 -0.23
-0.87 0.34 -0.06
0.04 0.04 0.17
0.10 0.25 -0.02
-0.22 -0.28 0.70
-0.11 -0.33 -0.36
-0.26 0.18 -0.02
1.35 0.08 -0.40
-0.66 -0.35 1.32
-0.13 1.28 0.41
-0.12 -0.62 0.09
-0.17 0.81 -0.50
0.11 -0.25 0.56
-0.15 0.35 -0.25
-0.53 -1.46 -0.33
0.28 0.00 0.45
1.47 1.07 -0.21
-0.26 0.49 -0.52
-0.29 -0.22 0.03
-0.48 0.07 -0.41
0.18 -0.04 -0.14
-0.02 0.24 -0.10
0.04 0.57 -0.26
-0.46 -0.50 -0.14
0.01 -0.21 -0.38
0.33 -2.23 0.37
0.19 0.40 0.70
-0.23 0.22 -0.32
-0.49 -0.19 -0.27
0.16 0.60 -0.42
-0.20 0.31 0.60
-0.06 -0.35 -0.36
0.16 0.10 -0.21
-1.77 1.02 0.89
-0.14 -0.26 -0.28
0.01 0.09 0.03
-0.12 -0.10 -0.12
0.13 -0.04 -0.12
-0.04 0.05 0.07
0.19 -0.03 0.15
0.18 -0.28 -0.49